# 1
The following is a DFT calculation (ωB97M-V with the def2-TZVPD basis set) of an isolated molecule of C6H14BN in a non-equilibrium geometry.

The geometry in XYZ format:
```
22
Properties=species:S:1:pos:R:3:mulliken_spin:R:1
B -1.64 -0.03 0.70 1.0200
C -0.35 0.43 1.48 -0.0247
C 0.25 -0.65 -0.57 -0.0273
C 0.77 0.40 0.44 0.1333
C 0.91 1.75 -0.26 -0.0014
C 2.12 -0.01 1.02 -0.0010
C -1.93 -1.35 -1.46 0.0286
N -1.20 -0.65 -0.44 0.6980
H -2.77 0.06 1.01 -0.0781
H -0.50 1.55 2.14 0.0565
H -0.12 -0.27 2.29 0.0868
H 0.54 -0.40 -1.60 0.0307
H 0.64 -1.64 -0.34 0.0262
H 1.63 1.69 -1.07 0.0063
H 1.24 2.51 0.45 0.0054
H -0.05 2.07 -0.67 0.0025
H 2.87 -0.09 0.24 -0.0010
H 2.04 -0.98 1.52 0.0024
H 2.45 0.72 1.76 -0.0018
H -1.82 -0.85 -2.43 0.0221
H -1.56 -2.38 -1.56 -0.0132
H -2.98 -1.38 -1.19 0.0298
```

Values from the calculation:
- ⟨S²⟩: 2.006
- E_tot: -316.43111 hartree
- Spin multiplicity: 3

# 2
The following is a DFT calculation (ωB97M-V with the def2-TZVPD basis set) of a structure of composition C6H14BaO3 in a non-equilibrium geometry.

The geometry in XYZ format:
```
24
Properties=species:S:1:pos:R:3:lowdin_charge:R:1
C 3.40 0.61 0.89 -0.4129
O 2.50 1.66 0.81 -0.7073
C 3.51 -0.18 -0.43 -0.2616
O 2.25 -0.38 -1.04 -0.4505
C 1.24 -1.16 -0.29 -0.4132
O -1.96 0.79 -0.45 -0.5140
C -2.82 1.69 -1.14 -0.1188
Ba 0.51 1.24 0.02 1.9840
H 3.12 -0.10 1.70 0.0950
H 4.42 0.96 1.13 0.1032
H 4.01 -1.15 -0.25 0.1191
H 4.09 0.40 -1.16 0.1182
H 1.76 -1.86 0.38 0.0134
H 0.71 -1.73 -1.07 0.0018
H -2.28 2.62 -1.34 0.0819
H -3.13 1.23 -2.09 0.0972
H -3.70 1.92 -0.52 0.0973
C -2.48 -0.60 -0.16 -0.2207
H -3.49 -0.57 -0.60 0.1105
H -2.04 -1.40 -0.77 0.1161
C -2.42 -0.94 1.31 -0.0753
H -2.96 -0.20 1.93 0.0821
H -2.86 -1.93 1.47 0.0895
H -1.39 -0.92 1.68 0.0650
```

Values from the calculation:
- Energy above the lowest of the compared OMol25 structures with the same formula, charge and spin: 0.0 kJ/mol

# 3
The following is a DFT calculation (ωB97M-V with the def2-TZVPD basis set) of a structure of composition C6H14BeO8P in a non-equilibrium geometry.

The geometry in XYZ format:
```
30
Properties=species:S:1:pos:R:3:mulliken_spin:R:1
Be 25.63 10.98 27.53 -0.0151
C 21.31 10.47 28.92 -0.0002
C 22.64 11.08 29.44 0.0002
O 23.25 11.95 28.47 0.0019
H 21.52 10.03 27.95 0.0001
H 20.60 11.27 28.71 0.0000
H 20.80 9.69 29.48 0.0000
H 23.33 10.32 29.79 -0.0002
H 22.28 11.65 30.30 0.0001
C 25.69 7.82 30.10 -0.0003
C 26.10 9.16 30.54 0.0000
O 26.71 9.96 29.55 0.0007
H 25.10 7.28 30.84 0.0000
H 26.56 7.20 29.88 0.0000
H 25.05 7.84 29.22 0.0001
H 26.85 9.04 31.31 0.0000
H 25.19 9.64 30.90 0.0001
O 25.43 8.62 26.35 0.0001
C 24.15 8.84 25.69 -0.0004
C 23.85 10.08 24.82 0.0003
O 24.21 11.37 25.36 0.0054
H 23.26 8.77 26.32 -0.0002
H 24.11 8.03 24.97 0.0001
H 22.77 10.08 24.66 0.0000
H 24.13 9.90 23.78 0.0001
P 27.11 13.47 26.80 -0.0795
O 26.51 14.41 25.66 0.4139
O 27.44 12.07 26.43 -0.0065
O 25.96 13.39 27.85 0.4374
O 28.17 14.35 27.54 0.2419
```

Values from the calculation:
- ⟨S²⟩: 0.767
- E_tot: -1194.45187 hartree
- Spin multiplicity: 2
- Total charge: -4

# 4
The following is a DFT calculation (ωB97M-V with the def2-TZVPD basis set) of a structure of composition C6H14Cl5N2O8V in a non-equilibrium geometry.

The geometry in XYZ format:
```
36
Properties=species:S:1:pos:R:3:mulliken_spin:R:1
V -1.39 -1.01 -4.04 4.0689
Cl -0.45 0.29 -1.40 -0.0254
O -0.48 0.96 -0.18 0.0000
O 0.83 0.29 -2.04 0.0112
O -0.91 -1.07 -1.42 -0.0351
O -1.25 0.94 -2.38 -0.0060
C -4.67 -0.43 -1.04 0.0024
N -4.66 -0.09 -2.44 -0.0129
O -3.66 -0.43 -3.16 -0.0183
O -5.64 0.53 -2.87 0.0151
H -4.43 0.40 -0.39 0.0003
H -3.87 -1.15 -0.89 0.0022
H -5.70 -0.70 -0.80 0.0001
C -0.47 -2.64 1.23 -0.0015
N -1.77 -2.46 2.01 0.0000
O -2.75 -2.89 1.44 0.0000
O -1.65 -1.99 3.15 0.0000
H 0.17 -1.77 1.37 -0.0004
H -0.55 -2.91 0.18 0.0004
H 0.06 -3.38 1.83 -0.0001
Cl 1.84 4.98 3.20 0.0000
C 1.03 3.68 2.39 0.0000
C 1.97 2.83 1.47 -0.0001
Cl 2.48 3.59 -0.02 0.0000
H 0.14 4.09 1.91 0.0000
H 0.74 3.02 3.21 0.0000
H 1.41 1.99 1.07 -0.0002
H 2.90 2.58 1.99 0.0000
Cl 3.33 -2.63 -1.58 -0.0005
C 4.31 -1.31 -0.91 0.0000
C 3.52 -0.33 -0.05 0.0006
Cl 2.74 -1.21 1.31 -0.0001
H 4.73 -0.76 -1.76 0.0000
H 5.13 -1.69 -0.32 0.0000
H 2.78 0.31 -0.53 -0.0006
H 4.19 0.35 0.47 -0.0001
```

Values from the calculation:
- ⟨S²⟩: 6.001
- E_tot: -4192.83129 hartree
- Spin multiplicity: 5

# 5
The following is a DFT calculation (ωB97M-V with the def2-TZVPD basis set) of a structure of composition C6H14ClN2NiO2 in a non-equilibrium geometry.

The geometry in XYZ format:
```
26
Properties=species:S:1:pos:R:3:mulliken_spin:R:1
Ni 2.95 0.05 4.46 0.9926
Cl 1.14 0.20 2.84 0.0128
C -0.15 1.87 -1.90 0.0002
C -1.36 1.75 -0.97 -0.0016
O -2.53 1.67 -1.37 0.0021
N -1.08 1.64 0.36 0.0033
C -2.06 1.57 1.40 -0.0005
H -0.05 0.93 -2.44 -0.0009
H 0.80 2.14 -1.44 -0.0002
H -0.43 2.64 -2.63 0.0000
H -0.19 1.25 0.61 -0.0013
H -2.12 0.58 1.84 0.0013
H -3.01 1.78 0.90 0.0001
H -1.91 2.29 2.21 0.0002
C -1.04 -1.85 0.22 0.1043
C 0.18 -1.88 -0.72 -0.0213
O 0.14 -2.31 -1.86 0.8435
N 1.33 -1.51 -0.15 0.0485
C 2.69 -1.48 -0.74 0.0089
H -1.82 -1.17 -0.14 -0.0051
H -0.65 -1.46 1.15 0.0188
H -1.41 -2.87 0.25 -0.0041
H 1.31 -1.14 0.79 0.0003
H 3.36 -0.66 -0.49 -0.0004
H 2.69 -1.67 -1.82 -0.0015
H 3.22 -2.35 -0.35 -0.0001
```

Values from the calculation:
- ⟨S²⟩: 2.007
- Spin multiplicity: 3
- Energy above the lowest of the compared OMol25 structures with the same formula, charge and spin: 283.0 kJ/mol
- Total charge: +1

# 6
The following is a DFT calculation (ωB97M-V with the def2-TZVPD basis set) of a cluster of 4 separate species, C6H14ClN2O6S in total in a non-equilibrium geometry.

The geometry in XYZ format:
```
30
Properties=species:S:1:pos:R:3:lowdin_charge:R:1
Cl -0.26 -0.21 0.98 -0.9992
O 1.64 7.79 2.59 0.0201
C 1.80 6.59 2.61 -0.6636
N 1.27 5.78 1.74 0.1658
C 2.80 5.95 3.56 -0.0129
H 0.65 6.22 1.08 0.1235
H 1.10 4.85 2.11 0.1218
H 2.41 5.11 4.13 0.0790
H 3.08 6.69 4.31 0.0778
H 3.61 5.70 2.88 0.0881
O 2.81 3.16 -6.49 0.0474
C 2.57 1.99 -6.60 -0.6624
N 2.22 1.21 -5.60 0.1707
C 2.56 1.44 -7.97 -0.0250
H 2.32 1.33 -4.60 0.1266
H 1.96 0.25 -5.80 0.1051
H 1.63 1.51 -8.53 0.0848
H 2.83 0.38 -7.96 0.0694
H 3.32 1.90 -8.60 0.0835
C -2.81 -5.82 4.00 -0.1589
C -2.80 -6.26 2.53 -0.1765
O -4.13 -6.48 2.11 -0.2041
S -5.20 -6.35 3.36 0.6746
O -5.42 -7.59 4.01 -0.2339
O -6.35 -5.58 2.96 -0.2286
O -4.16 -5.50 4.31 -0.2003
H -2.26 -4.89 4.10 0.1364
H -2.43 -6.59 4.68 0.1258
H -2.30 -7.17 2.21 0.1307
H -2.45 -5.44 1.90 0.1343
```

Values from the calculation:
- Energy above the lowest of the compared OMol25 structures with the same formula, charge and spin: 0.0 kJ/mol
- Total charge: -1

# 7
The following is a DFT calculation (ωB97M-V with the def2-TZVPD basis set) of a structure of composition C6H14InN2O2 in a non-equilibrium geometry.

The geometry in XYZ format:
```
25
Properties=species:S:1:pos:R:3:lowdin_charge:R:1
In -1.09 0.06 1.42 1.6607
C 0.71 -2.63 -1.16 0.0900
C -0.18 -2.35 0.04 -0.4125
O -0.56 -1.20 0.19 -0.0342
N -0.65 -3.35 0.79 0.0933
C -0.53 -4.79 0.53 0.0516
H 1.34 -1.79 -1.46 0.1171
H 0.09 -2.90 -2.02 0.1366
H 1.40 -3.42 -0.88 0.1231
H -1.30 -3.05 1.51 0.1542
H 0.37 -4.98 1.13 0.1272
H -0.51 -4.85 -0.56 0.1156
H -1.31 -5.40 1.00 0.1284
C -0.64 2.98 -1.38 0.1011
C -0.56 2.62 0.06 -0.4205
O -1.26 1.71 0.51 -0.0346
N 0.35 3.14 0.91 0.1081
C 1.25 4.32 0.68 0.0237
H 0.31 3.44 -1.61 0.1137
H -1.47 3.66 -1.57 0.1413
H -0.76 2.09 -2.00 0.1229
H 0.45 2.69 1.81 0.1471
H 2.28 4.03 0.49 0.1148
H 1.41 4.91 1.58 0.1150
H 0.86 5.06 -0.02 0.1164
```

Values from the calculation:
- Energy above the lowest of the compared OMol25 structures with the same formula, charge and spin: 0.0 kJ/mol
- Total charge: +3

# 8
The following is a DFT calculation (ωB97M-V with the def2-TZVPD basis set) of a structure of composition C6H14LuO3 in a non-equilibrium geometry.

The geometry in XYZ format:
```
24
Properties=species:S:1:pos:R:3:lowdin_charge:R:1
H -0.84 -2.31 -0.09 0.1365
C 1.53 -1.72 -1.45 0.0887
H 2.57 -1.67 -1.79 0.1316
H 0.98 -2.20 -2.27 0.1184
H 1.55 -2.21 -0.47 0.1250
C -1.83 -1.80 0.32 -0.0142
O -1.72 -0.41 0.10 -0.3566
C -1.42 0.35 1.28 -0.1119
C -1.10 1.78 0.89 -0.0863
O -0.25 1.82 -0.26 -0.2937
C 1.18 1.86 -0.13 -0.0810
C 1.75 0.47 -0.31 -0.1341
O 1.09 -0.24 -1.36 -0.3863
H -1.85 -2.01 1.40 0.1332
H -2.71 -2.19 -0.19 0.1284
H -0.55 -0.10 1.78 0.1560
H -2.28 0.32 1.96 0.1810
H -0.61 2.31 1.72 0.1779
H -2.02 2.31 0.60 0.1661
H 1.45 2.27 0.85 0.1783
H 1.55 2.54 -0.90 0.1670
H 1.56 -0.10 0.61 0.1520
H 2.83 0.51 -0.50 0.1806
Lu -0.84 0.42 -1.77 2.2434
```

Values from the calculation:
- E_tot: -1697.06569 hartree
- Total charge: +3

# 9
The following is a DFT calculation (ωB97M-V with the def2-TZVPD basis set) of a cluster of 2 separate species, C6H14N2 in total in a non-equilibrium geometry.

The geometry in XYZ format:
```
22
Properties=species:S:1:pos:R:3:lowdin_charge:R:1
H 2.01 0.95 -3.13 0.0430
N 1.12 0.79 -2.66 0.0766
C 1.24 0.37 -1.49 -0.3359
C 2.21 0.09 -0.48 -0.0953
H 0.11 0.33 -0.84 0.0984
H 1.45 -0.14 0.54 0.0857
H 2.91 0.91 -0.28 0.0810
H 2.72 -0.86 -0.59 0.0764
C -1.86 -0.75 -0.34 -0.0635
C -0.84 0.15 0.34 -0.4373
C -1.33 1.57 0.55 -0.0663
C 0.03 -0.37 1.30 -0.2662
N 0.01 -1.75 1.67 0.0494
H -2.32 -0.23 -1.18 0.0828
H -2.65 -1.06 0.35 0.0894
H -1.39 -1.66 -0.73 0.0724
H -2.27 1.58 1.12 0.0838
H -1.51 2.06 -0.41 0.0801
H -0.60 2.17 1.10 0.0778
H 0.27 0.26 2.15 0.1260
H -0.19 -2.36 0.89 0.0656
H 0.87 -2.05 2.10 0.0761
```

Values from the calculation:
- SMILES: [H]/N=C\C.CC(C)=CN
- Energy above the lowest of the compared OMol25 structures with the same formula, charge and spin: 354.8 kJ/mol

# 10
The following is a DFT calculation (ωB97M-V with the def2-TZVPD basis set) of a structure of composition C6H14N2 in a non-equilibrium geometry.

The geometry in XYZ format:
```
22
Properties=species:S:1:pos:R:3:lowdin_charge:R:1
C -0.23 0.41 0.02 -0.4758
C -0.07 -0.92 -0.38 -0.2488
C -0.85 0.55 1.38 -0.0421
C -0.79 1.40 -0.99 -0.0670
C -0.51 -1.41 -1.72 -0.0398
C 0.70 -1.86 0.48 -0.0529
N 1.52 1.08 0.39 -0.0932
N 1.38 1.80 1.50 -0.1034
H 1.60 1.75 -0.38 0.0672
H 1.64 1.21 2.30 0.0442
H 0.01 1.51 1.84 0.1055
H -0.60 -0.24 2.08 0.0620
H -1.93 0.68 1.34 0.0766
H -0.23 1.37 -1.93 0.0803
H -1.84 1.19 -1.21 0.0835
H -0.74 2.41 -0.58 0.0865
H -1.46 -0.99 -2.02 0.0802
H 1.38 -1.31 1.13 0.0753
H -0.58 -2.50 -1.74 0.0821
H 0.23 -1.11 -2.48 0.1014
H 1.30 -2.53 -0.15 0.0873
H 0.06 -2.49 1.10 0.0907
```

Values from the calculation:
- Energy above the lowest of the compared OMol25 structures with the same formula, charge and spin: 496.4 kJ/mol

# 11
The following is a DFT calculation (ωB97M-V with the def2-TZVPD basis set) of an isolated molecule of C6H14N2 in a non-equilibrium geometry.

The geometry in XYZ format:
```
22
Properties=species:S:1:pos:R:3:lowdin_charge:R:1
C -0.96 -1.63 0.29 -0.0626
C -0.74 -0.12 0.05 -0.5400
C -1.54 0.68 1.10 -0.0638
C -1.35 0.21 -1.33 -0.0778
C 0.77 0.21 0.18 -0.3139
N 1.33 0.07 1.45 0.0928
C 1.52 0.61 -0.87 -0.1972
N 2.85 0.96 -0.87 0.0347
H -0.39 -2.23 -0.42 0.0875
H -0.67 -1.93 1.30 0.0701
H -2.02 -1.90 0.17 0.0828
H -2.62 0.49 1.01 0.0809
H -1.26 0.42 2.13 0.0728
H -1.39 1.76 0.97 0.0894
H -0.89 -0.38 -2.13 0.0798
H -2.42 0.00 -1.35 0.0818
H -1.23 1.28 -1.58 0.0854
H 0.86 -0.60 2.04 0.0779
H 2.33 -0.05 1.44 0.0708
H 1.10 0.71 -1.86 0.1021
H 3.36 0.74 -0.02 0.0619
H 3.35 0.71 -1.72 0.0847
```

Values from the calculation:
- SMILES: CC(C)(C)/C(N)=C/N
- Energy above the lowest of the compared OMol25 structures with the same formula, charge and spin: 45.3 kJ/mol

# 12
The following is a DFT calculation (ωB97M-V with the def2-TZVPD basis set) of an isolated molecule of C6H14N2 in a non-equilibrium geometry.

The geometry in XYZ format:
```
22
Properties=species:S:1:pos:R:3:lowdin_charge:R:1
C -0.92 -3.42 -0.67 -0.0102
C -0.15 -2.69 -1.46 -0.1975
C -0.33 -1.20 -1.60 -0.2002
C 0.69 -0.41 -0.74 -0.2168
N -0.06 0.54 0.10 -0.0847
C 0.70 0.99 1.26 -0.2598
C 0.04 2.21 1.89 -0.2956
N -0.20 3.24 0.89 -0.0132
H -0.79 -4.50 -0.59 0.0474
H -1.86 -3.08 -0.24 0.0578
H 0.69 -3.12 -1.99 0.0963
H -0.18 -0.94 -2.65 0.0994
H -1.34 -0.93 -1.29 0.1025
H 1.26 -1.06 -0.09 0.1092
H 1.29 0.14 -1.47 0.1064
H -0.33 1.34 -0.46 0.0918
H 0.86 0.14 1.92 0.1151
H 1.71 1.33 0.97 0.1088
H 0.67 2.53 2.71 0.1013
H -0.89 1.87 2.35 0.1063
H 0.59 3.36 0.27 0.0683
H -0.33 4.15 1.33 0.0671
```

Values from the calculation:
- SMILES: C=CCCNCCN
- Energy above the lowest of the compared OMol25 structures with the same formula, charge and spin: 146.9 kJ/mol